Record 1
This record from the Open Molecules 2025 dataset describes one molecule with the formula C15H16FN3O. The level of theory is ωB97M-V/def2-TZVPD.

Structure (XYZ):
```
36
Properties=species:S:1:pos:R:3
C -0.37367 -2.09617 -0.22760
N -0.43775 -1.26002 0.94852
C 0.27016 -1.68199 2.14254
C 1.68201 -1.07610 2.23468
C 2.45927 -1.34698 0.98222
C 2.62403 -0.36283 0.01009
C 3.31550 -0.67491 -1.14752
C 3.81964 -1.95768 -1.29946
C 3.60025 -2.86720 -0.27682
N 2.93852 -2.57585 0.82839
C -0.94815 0.00948 0.95834
O -0.85968 0.72457 1.93656
N -1.57247 0.38282 -0.21384
C -2.16608 1.60431 -0.52314
C -2.16763 2.69433 0.34526
C -2.76411 3.88227 -0.03223
C -3.35762 3.97882 -1.27680
F -3.94028 5.14258 -1.64646
C -3.37064 2.91238 -2.15672
C -2.77299 1.72796 -1.77425
H 0.22251 -2.97595 0.00297
H -1.37100 -2.43475 -0.52970
H 0.10737 -1.58518 -1.06791
H -0.30710 -1.35058 3.00899
H 0.33103 -2.77034 2.14085
H 2.18990 -1.52822 3.08638
H 1.58815 -0.00235 2.39398
H 2.21528 0.62443 0.16541
H 3.46027 0.06895 -1.91836
H 4.36759 -2.24266 -2.18397
H 3.97024 -3.88269 -0.34207
H -1.65848 -0.31278 -0.93767
H -1.70451 2.59923 1.31246
H -2.77149 4.73143 0.63229
H -3.84153 3.01462 -3.12152
H -2.77655 0.88706 -2.45392
```

HOMO-LUMO gap   8.81 eV
HOMO level   -8.241 eV
Relative energy (zero: lowest compared OMol25 entry of this formula, charge and spin)   0.0 kcal per mole
Lowest unoccupied orbital energy   0.569 eV
Spin multiplicity   1



Record 2
This record from the Open Molecules 2025 dataset describes C15H16N2O11P2W as an isolated structure. The level of theory is ωB97M-V/def2-TZVPD.

Structure (XYZ):
```
47
Properties=species:S:1:pos:R:3
W 1.33862 0.45292 0.54394
C 1.31427 -0.71365 2.52362
C 0.94824 0.29018 3.53690
C 1.76455 1.34799 3.37688
C 2.67523 1.03776 2.26497
C 2.61318 -0.37769 2.00789
H 0.91985 -1.71865 2.49489
H 0.08757 0.22848 4.18543
H 1.69333 2.30739 3.86507
H 3.50963 1.66440 1.98081
H 3.38670 -1.03564 1.64390
O 2.74647 -0.67547 -2.83918
P 2.89355 0.75783 -2.07261
O 3.86346 1.58578 -2.77615
O 3.06440 0.43752 -0.57913
O 1.33163 1.23252 -2.15131
P 0.90181 2.68715 -1.47840
O -0.69151 2.50236 -1.48676
O 1.32994 3.85898 -2.22751
O 1.37282 2.43944 -0.03717
H 3.30996 -0.61503 -3.62280
H -1.07470 3.15344 -2.08767
N 0.64631 -2.61762 -2.41838
C 1.24983 -3.50145 -1.38489
C 1.56793 -2.68877 -0.12066
O 1.97032 -3.26061 0.86321
O 1.34127 -1.43296 -0.31240
H 0.38770 -3.13175 -3.25636
H 1.31176 -1.86395 -2.66006
H -0.20937 -2.16241 -2.00732
H 2.16454 -3.94467 -1.77296
H 0.54784 -4.29348 -1.13577
O -1.58844 -1.53242 -1.27875
C -1.70966 -0.64241 -0.44726
N -0.72344 0.02080 0.22239
C -1.27081 0.98845 1.01984
O -0.49141 1.66998 1.66915
C -2.74720 0.96377 0.90508
C -3.74816 1.70897 1.48786
C -5.05753 1.40079 1.12248
C -5.33200 0.38772 0.20972
C -4.30870 -0.35769 -0.37480
C -3.01923 -0.04837 -0.00502
H -3.52688 2.49839 2.19308
H -5.87761 1.95950 1.55360
H -6.36104 0.17715 -0.05028
H -4.51504 -1.14497 -1.08712
```

HOMO-LUMO gap (alpha / beta)   6.52 / 6.52 eV
HOMO level (alpha / beta)   -7.319 / -7.317 eV
Relative energy (zero: lowest compared OMol25 entry of this formula, charge and spin)   41.7 kcal per mole
Lowest unoccupied orbital energy (alpha / beta)   -0.798 / -0.798 eV
Spin multiplicity   1



Record 3
This record from the Open Molecules 2025 dataset describes a 2-piece molecular cluster, C15H16N2O5S overall in a non-equilibrium geometry. The level of theory is ωB97M-V/def2-TZVPD.

Structure (XYZ):
```
39
Properties=species:S:1:pos:R:3
C -3.86122 4.56076 0.38789
C -3.55457 4.27744 -1.15029
O -2.25494 3.94397 -1.30387
C -1.58584 2.74912 -0.92321
C -2.20297 1.71490 -0.58114
C -1.55952 0.46688 -0.00961
C -0.12000 0.37259 -0.01996
C 0.43624 1.33335 -0.76291
C -0.17702 2.48099 -1.09396
H 0.38061 3.45012 -1.42743
H 1.41061 1.13003 -0.68597
N 0.39047 -1.02538 0.12774
S 1.27017 -1.63906 -1.17360
O 0.39686 -3.02462 -1.14054
O 1.35878 -0.92987 -2.28242
C 2.81729 -2.08406 -0.11931
C 3.00383 -3.09007 0.52059
C 4.20321 -3.40591 1.19505
C 4.96165 -2.47660 0.89828
N 4.94665 -1.39943 0.34966
C 3.80917 -1.23886 -0.44713
H 3.69486 -0.40524 -0.77945
H 6.01556 -2.63985 1.48695
H 4.33779 -4.34773 1.90804
H 1.94518 -4.10684 0.40485
C -0.08212 -1.61141 1.31245
C -0.56186 -2.84934 0.91312
O -0.44502 -4.12876 1.33390
O -1.73270 -2.79951 0.39579
H -2.16316 -3.57486 0.03782
H 0.78460 -1.97758 1.89856
H -0.66701 -1.10576 1.81688
H -2.30155 -0.39209 0.33128
H -3.26767 1.73240 -0.33094
H -3.98954 3.34128 -1.50756
H -3.81167 4.93540 -1.69402
H -3.67315 3.64163 0.80938
H -3.24190 5.40669 0.91188
H -4.91010 4.71528 0.39321
```

HOMO-LUMO gap   8.39 eV
HOMO level   -8.592 eV
Relative energy (zero: lowest compared OMol25 entry of this formula, charge and spin)   395.0 kcal per mole
Lowest unoccupied orbital energy   -0.207 eV
Spin multiplicity   1